Entry 1:
76
Properties=species:S:1:pos:R:3:lowdin_charge:R:1 method="wB97M-V/def2-TZVPD" total_charge=+1 fmax_ha_per_bohr=0.025 energy_ev=-52203.52832
Li -0.0231 0.1187 -0.0836 0.6780
O -1.4202 -3.6607 -2.1499 -0.0097
H -1.9235 -4.0608 -2.8590 0.0720
H -0.6086 -4.1670 -2.1164 0.0314
O -3.3040 -3.5300 0.3841 -0.0343
H -4.0566 -3.4911 -0.2060 0.0476
H -2.5611 -3.2611 -0.1563 0.0106
O 1.7367 4.4901 0.1870 -0.0191
H 1.8599 4.5549 -0.7600 0.0468
H 0.7987 4.6298 0.3171 0.0541
O 4.6561 -2.6999 1.0743 -0.0457
H 4.2733 -2.3286 1.8692 -0.0086
H 4.3414 -2.1339 0.3694 -0.0209
O -2.1728 -3.2388 2.9949 -0.0560
H -2.8914 -3.4564 2.4012 0.0150
H -2.4162 -2.3905 3.3655 -0.0317
O -1.2845 -0.7536 -1.8262 -0.0506
H -1.5598 -1.6163 -2.1361 0.0110
H -1.9807 -0.1623 -2.1123 0.0441
O 0.3569 -3.9328 2.1474 -0.0565
H -0.5613 -3.7255 2.3206 -0.0213
H 0.6237 -4.4778 2.8877 0.0468
O 0.9756 0.6988 1.6669 -0.0806
H 0.7743 1.1308 2.4970 0.0099
H 1.8321 0.2953 1.8078 0.0165
O -0.5187 2.9685 -2.6113 -0.0269
H 0.1393 3.6577 -2.7021 0.0508
H -0.0121 2.1578 -2.5631 0.0143
O 4.1964 -0.7663 -0.9993 -0.0249
H 3.5759 -0.0387 -0.9556 0.0131
H 4.1484 -1.0685 -1.9063 0.0425
O 0.0284 2.7768 3.2024 -0.0277
H 0.5436 3.0108 3.9744 0.0766
H -0.6441 3.4558 3.1479 0.0578
O 1.3445 -0.5952 -3.4155 -0.0304
H 1.8995 -0.6802 -4.1907 0.0959
H 1.1852 -1.4963 -3.1345 0.0374
O -1.3229 1.5364 0.1084 -0.0848
H -2.2161 1.6977 -0.1954 -0.0137
H -1.1317 2.2705 0.6923 0.0417
O 3.0724 3.6956 2.4274 -0.0584
H 3.6348 2.9325 2.2947 0.0259
H 2.5436 3.7455 1.6311 -0.0336
O 3.6406 2.3182 -2.6528 -0.0234
H 3.9721 3.1964 -2.4656 0.0571
H 4.3935 1.8491 -3.0124 0.0581
O -3.7480 2.2108 -0.6102 -0.0352
H -4.3599 2.9448 -0.6656 0.0998
H -4.2008 1.5610 -0.0726 0.0304
O 1.7367 -3.4592 -2.4949 -0.0157
H 1.2492 -4.2543 -2.2796 0.0434
H 2.6551 -3.7008 -2.3740 0.0707
O -0.5682 0.6546 -4.8324 -0.0458
H -0.7701 -0.0622 -5.4338 0.0397
H -0.1272 0.2323 -4.0952 -0.0343
O 3.6483 -0.3505 2.9191 -0.0262
H 3.3112 -0.1180 3.7843 0.0525
H 4.2478 -1.0785 3.0828 0.0328
O -3.1070 2.2148 -3.1159 -0.0616
H -3.3277 2.2639 -2.1857 -0.0522
H -2.1507 2.1763 -3.1339 -0.0304
O -4.2156 0.2937 1.2421 -0.0278
H -4.7932 -0.3502 1.6520 0.0628
H -3.6322 0.5756 1.9467 -0.0039
O 0.8220 -1.7886 0.1193 -0.0667
H 0.6758 -2.3300 0.8950 0.0158
H 1.1287 -2.4028 -0.5477 0.0160
O -3.1845 -1.2346 4.1269 -0.0205
H -3.9811 -0.9857 4.5957 0.0769
H -2.7320 -0.4066 3.9663 0.0158
O 1.6323 0.8869 -1.2888 -0.0876
H 2.0815 1.6145 -1.7190 0.0065
H 1.5361 0.2254 -1.9739 -0.0265
O -2.5503 1.3501 3.3468 -0.0231
H -3.3310 1.8799 3.5083 0.0794
H -1.8826 1.9819 3.0799 0.0186

Entry 2:
9
Properties=species:S:1:pos:R:3:nbo_charge:R:1 method="wB97M-V/def2-TZVPD" total_charge=0 fmax_ha_per_bohr=0.055 energy_ev=-14396.74961 de_lowest_kj_mol=235.30
N 0.6769 -0.8310 0.9932 -1.1507
N -0.6662 1.0754 0.3517 -1.2028
O 0.5403 -0.3903 -1.7416 -1.1467
P 0.9303 0.6409 0.2909 1.4032
H -0.2856 -1.0934 0.8715 0.3958
H 1.4299 -1.4759 0.7443 0.4055
H -1.2333 0.2983 -0.1273 0.4260
H -0.9575 2.0684 0.2530 0.4219
H 1.1142 -1.0415 -2.1566 0.4477